[1]
Density functional theory data (the ωB97M-V functional and the def2-TZVPD basis) for a structure of composition C5H7Cl3N2 at a distorted geometry.

Calculated values
Total energy (eV): -45844.377
Relative energy (zero: lowest compared OMol25 entry of this formula, charge and spin) (kJ/mol): 83.10
LUMO level (Ha): 0.01552
M (g mol⁻¹): 201.5
Multiplicity: 1
HOMO energy (eV): -10.869

Geometry as XYZ:
```
17
C5H7Cl3N2 | the Open Molecules 2025 dataset | the ωB97M-V functional and the def2-TZVPD basis
Cl -1.65 -3.90 1.31
Cl -2.50 -1.19 1.87
Cl -2.20 -2.27 -0.83
N 2.25 0.68 -2.44
N 1.36 -0.81 0.87
C 0.41 0.76 -0.66
C 1.43 0.68 -1.64
C -1.46 -2.21 0.78
C -0.28 2.10 -0.58
C 1.15 0.40 0.56
H 2.09 -0.89 1.62
H 0.45 2.83 -0.45
H 1.63 1.21 1.05
H -0.99 2.34 -1.42
H -0.26 0.02 -1.08
H -1.02 2.04 0.26
H -0.43 -1.80 0.78
```

Atomic partial charges in e from the Mulliken method, atoms 1 to 2: Cl -0.14; Cl -0.16

***

[2]
Density functional theory data (the ωB97M-V functional and the def2-TZVPD basis) for the ion C3H8N3O with charge +1 at a distorted geometry.

Calculated values
Total energy (eV): -9748.908
Net charge: +1
Relative energy (zero: lowest compared OMol25 entry of this formula, charge and spin) (kJ/mol): 343.12
LUMO level (spin up / spin down) (Ha): -0.14560 / -0.14557
M (g mol⁻¹): 102.1
Multiplicity: 1
HOMO energy (spin up / spin down) (eV): -10.820 / -10.820
SMILES string: NC(N)=COC=[NH2+]

Geometry as XYZ:
```
15
C3H8N3O | the Open Molecules 2025 dataset | the ωB97M-V functional and the def2-TZVPD basis
O 0.00 -0.83 0.69
N -0.35 -2.41 2.32
N -0.52 2.24 -0.14
N 0.19 1.50 -2.28
C 0.26 -0.08 -0.51
C -0.03 1.35 -0.99
C 0.31 -2.08 1.20
H -0.93 -1.65 2.62
H -0.62 3.28 -0.33
H 0.75 -0.58 -1.39
H 0.50 0.69 -2.85
H -0.24 2.25 -2.82
H 1.13 -2.53 0.71
H -0.46 2.12 0.85
H 0.02 -3.26 2.92
```

Atomic partial charges in e from the Mulliken method, atoms 1 to 2: O -0.33; N -0.34

***

Repeat the first record exactly.
Density functional theory data (the ωB97M-V functional and the def2-TZVPD basis) for a structure of composition C5H7Cl3N2 at a distorted geometry.

Calculated values
Total energy (eV): -45844.377
Relative energy (zero: lowest compared OMol25 entry of this formula, charge and spin) (kJ/mol): 83.10
LUMO level (Ha): 0.01552
M (g mol⁻¹): 201.5
Multiplicity: 1
HOMO energy (eV): -10.869

Geometry as XYZ:
```
17
C5H7Cl3N2 | the Open Molecules 2025 dataset | the ωB97M-V functional and the def2-TZVPD basis
Cl -1.65 -3.90 1.31
Cl -2.50 -1.19 1.87
Cl -2.20 -2.27 -0.83
N 2.25 0.68 -2.44
N 1.36 -0.81 0.87
C 0.41 0.76 -0.66
C 1.43 0.68 -1.64
C -1.46 -2.21 0.78
C -0.28 2.10 -0.58
C 1.15 0.40 0.56
H 2.09 -0.89 1.62
H 0.45 2.83 -0.45
H 1.63 1.21 1.05
H -0.99 2.34 -1.42
H -0.26 0.02 -1.08
H -1.02 2.04 0.26
H -0.43 -1.80 0.78
```

Atomic partial charges in e from the Mulliken method, atoms 1 to 2: Cl -0.14; Cl -0.16